Model a:
{"formula": "C2H4ClI", "method": "ωB97M-V/def2-TZVPD", "multiplicity": 1, "charge": 0, "gap_ev": 9.8, "smiles": "C=CI.Cl", "elements": ["C", "C", "Cl", "I", "H", "H", "H", "H"], "coordinates": [[-0.5906, -1.4736, -0.0295], [0.2176, -0.5575, -0.5138], [0.1904, 2.9487, 0.0652], [2.2380, -0.4006, 0.0510], [-0.0955, 3.0155, 1.3017], [-0.2609, -2.2139, 0.6840], [-1.6241, -1.5175, -0.3377], [-0.0750, 0.1989, -1.2209]], "lowdin_charge": [-0.137, -0.731, 0.286, 0.729, -0.242, 0.044, 0.055, -0.003]}

Model b:
{"formula": "C2H4ClI", "method": "ωB97M-V/def2-TZVPD", "multiplicity": 1, "charge": 0, "gap_ev": 9.9, "elements": ["C", "C", "Cl", "I", "H", "H", "H", "H"], "coordinates": [[-0.1220, -0.0622, 0.3839], [1.0244, 0.6643, -0.2350], [1.1064, 2.3544, 0.0302], [2.9675, -0.2608, -0.0235], [-0.1182, -0.1361, 1.4072], [-0.1977, -1.0717, 0.1147], [-0.9147, 0.5685, 0.0473], [0.7486, 0.4715, -1.5120]], "lowdin_charge": [-0.243, -1.323, 0.552, 0.710, 0.046, 0.060, 0.066, 0.131]}

Need the numbers? Relative energies in hartree: model a 0.0000; model b 0.0080.

Model a:
{"formula": "C3HBr2N", "method": "ωB97M-V/def2-TZVPD", "multiplicity": 1, "charge": 0, "gap_ev": [6.6, 6.6], "elements": ["C", "C", "C", "N", "Br", "Br", "H"], "coordinates": [[0.2886, -1.4590, 0.6170], [0.1538, -0.6125, -0.3866], [-0.4065, 1.5365, 0.6410], [-0.3398, 0.6251, -0.0920], [0.3290, -0.7138, -2.5413], [-0.8482, 3.1186, 1.2895], [0.8230, -2.4948, 0.4724]], "lowdin_charge": [-0.009, -0.752, -0.569, 0.019, 0.323, 0.944, 0.044]}

Model b:
{"formula": "C3HBr2N", "method": "ωB97M-V/def2-TZVPD", "multiplicity": 1, "charge": 0, "gap_ev": [7.5, 6.2], "elements": ["C", "C", "C", "N", "Br", "Br", "H"], "coordinates": [[0.8851, -0.8167, 0.0002], [0.8875, 0.4364, -0.0661], [-1.6127, 0.2975, 0.0105], [-0.4988, 0.6635, 0.0435], [1.8388, 2.1810, -0.0809], [-2.9722, -0.9749, -0.0886], [1.4723, -1.7868, 0.1813]], "lowdin_charge": [0.045, -0.833, -0.608, 0.003, 0.572, 0.745, 0.077]}

Need the numbers? Relative energies in hartree: model a 0.0000; model b 0.0205.

Model a:
{"formula": "C2H7NO3P", "method": "ωB97M-V/def2-TZVPD", "multiplicity": 1, "charge": -1, "gap_ev": 8.4, "elements": ["C", "C", "N", "O", "O", "O", "P", "H", "H", "H", "H", "H", "H", "H"], "coordinates": [[0.0690, -1.6441, -0.8280], [-0.8126, -0.4390, -1.0558], [2.4400, 1.8236, 1.3463], [-2.2855, -0.4894, 1.3169], [-3.2577, 0.9280, -0.5063], [-0.5506, 0.8127, -0.2535], [-2.0873, 0.2213, 0.0575], [-0.5435, -2.4658, -1.0460], [1.0010, -1.4921, -1.4058], [0.4191, -1.6814, 0.2191], [-0.9634, -0.2936, -2.0670], [2.7560, 1.1440, 0.6263], [1.4451, 2.0539, 1.2218], [2.3706, 1.5220, 2.3746]], "lowdin_charge": [-0.108, -0.395, -0.039, -0.364, -0.378, -0.259, 0.270, 0.046, 0.065, 0.076, 0.061, 0.007, -0.012, 0.030]}

Model b:
{"formula": "C2H7NO3P", "method": "ωB97M-V/def2-TZVPD", "multiplicity": 1, "charge": -1, "gap_ev": 8.6, "smiles": "C[C@H](O)[P@@](N)(=O)[O-]", "elements": ["C", "C", "N", "O", "O", "O", "P", "H", "H", "H", "H", "H", "H", "H"], "coordinates": [[-1.4543, 0.1925, -0.1300], [-0.2367, 0.8951, 0.5010], [0.9057, -1.8798, -0.1304], [1.5338, 0.1829, -1.5481], [2.1811, -0.1711, 1.1159], [-0.1097, 2.2411, 0.1170], [1.2419, -0.2478, -0.0333], [-2.3570, 0.8706, -0.0139], [-1.1204, -0.0930, -1.0860], [-1.7204, -0.6618, 0.4185], [-0.4812, 0.9845, 1.6173], [0.8266, -2.3391, 0.7307], [0.3207, -2.2236, -0.8787], [0.4700, 2.2493, -0.6799]], "lowdin_charge": [-0.142, -0.489, -0.079, -0.473, -0.418, -0.114, 0.318, 0.086, 0.030, 0.031, 0.122, 0.010, 0.036, 0.081]}

Need the numbers? Relative energies in hartree: model a 0.0261; model b 0.0000.

Model a:
{"formula": "C3H4P2", "method": "ωB97M-V/def2-TZVPD", "multiplicity": 1, "charge": 0, "gap_ev": 7.8, "elements": ["C", "C", "C", "P", "P", "H", "H", "H", "H"], "coordinates": [[0.2299, 0.3088, 0.5830], [-0.7280, -0.2773, -0.0823], [-0.7214, -0.5170, -1.5263], [-1.3545, -2.2014, -2.1706], [-2.1797, -0.3990, -2.5055], [0.3804, 0.2862, 1.7113], [0.9992, 0.6456, 0.0140], [-1.6536, -0.4944, 0.2531], [0.2940, -0.1924, -1.9594]], "lowdin_charge": [-0.002, -0.328, -1.000, 0.563, 0.551, 0.089, 0.011, 0.035, 0.080]}

Model b:
{"formula": "C3H4P2", "method": "ωB97M-V/def2-TZVPD", "multiplicity": 1, "charge": 0, "gap_ev": 8.5, "smiles": "C1=P#[PH]1.C#C", "elements": ["C", "C", "C", "P", "P", "H", "H", "H", "H"], "coordinates": [[-1.6051, -0.2005, -1.3903], [-2.6467, 0.4100, -1.3238], [2.2465, 0.0795, 1.5695], [1.5229, -1.4115, 1.8192], [0.7076, 0.4202, 0.7197], [-0.7047, -0.8584, -1.5963], [-3.4408, 0.9966, -1.1701], [3.0496, 0.5684, 1.9852], [0.8708, -0.0042, -0.6132]], "lowdin_charge": [-0.083, 0.011, -0.887, 0.646, 0.544, 0.035, -0.026, -0.052, -0.188]}

Model c:
{"formula": "C3H4P2", "method": "ωB97M-V/def2-TZVPD", "multiplicity": 1, "charge": 0, "gap_ev": 7.9, "smiles": "[H]/P=C\\C1=[PH]=C1", "elements": ["C", "C", "C", "P", "P", "H", "H", "H", "H"], "coordinates": [[0.9833, -0.9280, -1.0101], [0.0391, 0.1829, 1.3756], [0.3374, -0.2907, 0.0032], [-0.5370, -0.1344, -1.6304], [-1.4315, 0.8508, 1.8343], [1.7770, -1.6075, -1.2095], [0.8291, 0.0409, 2.1027], [0.0408, 1.1056, -2.0261], [-2.0382, 0.7803, 0.5604]], "lowdin_charge": [-0.285, -0.546, -0.559, 0.794, 0.829, 0.041, 0.024, -0.121, -0.175]}

Model d:
{"formula": "C3H4P2", "method": "ωB97M-V/def2-TZVPD", "multiplicity": 1, "charge": 0, "gap_ev": 9.2, "elements": ["C", "C", "C", "P", "P", "H", "H", "H", "H"], "coordinates": [[-0.4988, 1.2123, 1.3976], [-0.3958, -0.1355, 1.5958], [-0.6999, 0.7461, 0.1123], [0.7498, 0.6625, -1.0085], [-1.7791, -0.6357, 0.5368], [0.1928, 1.9021, 1.7723], [1.2293, 0.3742, 0.2464], [0.5090, -0.7029, -1.5175], [-1.3529, -1.6659, -0.2495]], "lowdin_charge": [-0.300, -0.289, -0.851, 0.805, 0.884, 0.081, -0.120, -0.088, -0.122]}

Need the numbers? Relative energies in hartree: model a 0.0000; model b 0.0793; model c 0.0370; model d 0.1189.

Model a:
{"formula": "C3H4P2", "method": "ωB97M-V/def2-TZVPD", "multiplicity": 1, "charge": 0, "gap_ev": 8.2, "smiles": "C/C=P\\C#P", "elements": ["C", "C", "C", "P", "P", "H", "H", "H", "H"], "coordinates": [[1.9740, -0.0781, 0.0690], [-0.5366, -0.9187, -0.0961], [-0.9403, 0.5163, 0.0075], [1.0236, -1.5116, -0.0689], [2.9452, 1.1566, -0.0026], [-1.1851, -1.7804, -0.1133], [-1.9297, 0.5997, -0.2920], [-0.3038, 1.3067, -0.5045], [-1.0473, 0.7095, 1.0009]], "lowdin_charge": [-1.018, -0.477, -0.181, 0.772, 0.717, 0.019, 0.039, 0.090, 0.039]}

Model b:
{"formula": "C3H4P2", "method": "ωB97M-V/def2-TZVPD", "multiplicity": 1, "charge": 0, "gap_ev": 8.6, "elements": ["C", "C", "C", "P", "P", "H", "H", "H", "H"], "coordinates": [[1.1798, 1.3049, -0.0173], [0.0013, -0.6926, -1.1320], [0.5970, 0.2960, -0.5649], [-1.2818, -0.7225, 2.5797], [-2.8692, -1.3265, 1.5816], [1.7593, 1.9314, -0.5801], [1.0271, 1.4237, 1.0863], [-1.1060, -0.6208, -1.4720], [0.6925, -1.5935, -1.4812]], "lowdin_charge": [-0.012, -0.072, -0.275, 0.047, 0.036, 0.025, 0.066, 0.080, 0.105]}

Need the numbers? Relative energies in hartree: model a 0.0000; model b 0.0209.

Model a:
{"formula": "CH2N2O3", "method": "ωB97M-V/def2-TZVPD", "multiplicity": 1, "charge": 0, "gap_ev": [8.7, 8.7], "elements": ["C", "N", "N", "O", "O", "O", "H", "H"], "coordinates": [[0.8099, -0.1834, 0.9520], [-1.6539, 0.6308, -0.8931], [0.4930, -0.6327, -0.1755], [0.8197, -1.2562, -1.1277], [-1.0931, 1.6325, -1.2322], [-1.2380, -0.3566, -0.2644], [1.7623, -0.2542, 1.3754], [0.1000, 0.4198, 1.3654]], "lowdin_charge": [0.097, -0.179, -0.212, 0.108, 0.032, -0.006, 0.091, 0.068]}

Model b:
{"formula": "CH2N2O3", "method": "ωB97M-V/def2-TZVPD", "multiplicity": 1, "charge": 0, "gap_ev": 8.9, "smiles": "O=NN=O.C=O", "elements": ["C", "N", "N", "O", "O", "O", "H", "H"], "coordinates": [[-1.2366, 0.0520, -1.0436], [-1.1380, -3.1849, -0.7072], [-0.1228, -3.4643, -0.2349], [-1.9122, -2.3763, -1.1179], [-0.5617, 0.2983, -0.1038], [0.5594, -4.3070, 0.2334], [-2.1509, -0.4969, -0.9370], [-0.9309, 0.2866, -2.0440]], "lowdin_charge": [-0.174, -0.019, -0.046, 0.021, 0.018, 0.075, 0.048, 0.077]}

Need the numbers? Relative energies in hartree: model a 0.0174; model b 0.0000.

Model a:
{"formula": "C2H3F2I", "method": "ωB97M-V/def2-TZVPD", "multiplicity": 1, "charge": 0, "gap_ev": 10.5, "smiles": "C=C(F)F.I", "elements": ["C", "C", "F", "F", "I", "H", "H", "H"], "coordinates": [[-1.8712, -0.1087, 0.4287], [-0.7628, 0.3621, -0.0415], [0.1280, 1.1623, 0.4589], [-0.4536, 0.3130, -1.3530], [3.0833, -0.5409, 0.0160], [-2.3054, -0.1400, 1.3854], [-2.4058, -0.6408, -0.3141], [4.5876, -0.4070, -0.5803]], "lowdin_charge": [0.102, -0.481, 0.097, 0.072, 0.414, 0.063, 0.069, -0.337]}

Model b:
{"formula": "C2H3F2I", "method": "ωB97M-V/def2-TZVPD", "multiplicity": 1, "charge": 0, "gap_ev": 9.0, "smiles": "FC[C@@H](F)I", "elements": ["C", "C", "F", "F", "I", "H", "H", "H"], "coordinates": [[-0.3734, -0.4575, 0.7311], [0.1101, 0.0686, -0.6750], [0.6840, -0.6444, 1.5440], [-0.8257, 0.3050, -1.5282], [1.3307, 2.2272, -0.6165], [-0.8391, -1.3305, 0.5529], [-0.9076, 0.3521, 1.1191], [0.8211, -0.5206, -1.1273]], "lowdin_charge": [-0.193, -0.502, -0.017, 0.006, 0.455, 0.093, 0.104, 0.054]}

Need the numbers? Relative energies in hartree: model a 0.0000; model b 0.0081.

Model a:
{"formula": "C6H6O", "method": "ωB97M-V/def2-TZVPD", "multiplicity": 1, "charge": 0, "gap_ev": 8.4, "elements": ["C", "C", "C", "C", "C", "C", "O", "H", "H", "H", "H", "H", "H"], "coordinates": [[-0.5672, 0.2304, -0.5998], [0.5172, -0.4125, 0.3119], [0.8703, 1.7177, -0.1595], [0.6493, 0.8828, 0.9142], [-1.6051, -0.3735, -1.1934], [0.5623, -1.6063, 0.9087], [0.0112, 1.3841, -1.1806], [1.3388, 2.6874, -0.2119], [0.9751, 1.0867, 1.9293], [-1.9380, -1.3615, -0.9017], [-1.9746, -0.0116, -2.1455], [0.1985, -2.5015, 0.4154], [0.9622, -1.7221, 1.9129]], "lowdin_charge": [-0.287, -0.253, -0.062, -0.066, 0.115, 0.062, -0.007, 0.124, 0.113, 0.067, 0.072, 0.058, 0.064]}

Model b:
{"formula": "C6H6O", "method": "ωB97M-V/def2-TZVPD", "multiplicity": 1, "charge": 0, "gap_ev": 9.5, "smiles": "O[C@@H]1C=C2C=C2C1", "elements": ["O", "C", "C", "C", "C", "C", "C", "H", "H", "H", "H", "H", "H"], "coordinates": [[0.1475, -1.6278, 1.1228], [-0.0221, -0.2201, 1.1176], [1.0689, 0.4684, 0.2819], [0.5142, 0.3952, -1.0508], [-0.0869, 0.3650, -2.1566], [-1.1879, 0.3700, -0.9209], [-1.3233, 0.1547, 0.4187], [-0.1479, -1.9507, 0.2581], [0.0626, 0.0829, 2.1608], [2.0431, 0.0106, 0.4313], [1.1126, 1.5366, 0.5228], [0.0359, 0.3442, -3.2503], [-2.2166, 0.0711, 1.0645]], "lowdin_charge": [-0.032, -0.400, -0.097, -0.149, 0.063, 0.012, -0.101, 0.098, 0.137, 0.124, 0.142, 0.103, 0.099]}

Need the numbers? Relative energies in hartree: model a 0.0000; model b 0.0395.